One molecule with the formula C5H9OP, computed with the ωB97M-V functional and the def2-TZVPD basis.

Results
SMILES ... [H]/P=C\C[C@@]1(C)CO1
Gap between HOMO and LUMO ... 9.4 eV
2S+1 ... 1
Relative energy (zero: lowest compared OMol25 entry of this formula, charge and spin) ... 3.086 eV
DFT total energy ... -16663.8036 eV

CARTESIAN COORDINATES (ANGSTROEM)
H1 2.7228 -0.1769 0.1508
H2 -1.6141 0.7158 1.6605
H3 -3.1882 0.0656 -1.4966
C1 0.6128 -0.2480 -0.1793
C2 -1.7699 0.4625 0.6452
C3 0.4922 -1.4942 0.6502
H4 -0.9416 0.9159 -1.2829
H5 0.0655 1.7135 0.0017
O1 0.3994 -1.5886 -0.7391
H6 -0.3774 -1.8786 1.1809
H7 2.1069 0.5976 -1.3787
P1 -3.2887 0.0773 -0.0025
H8 1.4092 -1.7584 1.0992
C4 -0.5998 0.7703 -0.2580
H9 2.0013 1.3626 0.2897
C5 1.9696 0.4635 -0.3411

=====

One molecule with the formula C2H2ClNO2, computed with the ωB97M-V functional and the def2-TZVPD basis.

Results
Gap between HOMO and LUMO (alpha / beta) ... 9.3 / 8.9 eV
2S+1 ... 1
Relative energy (zero: lowest compared OMol25 entry of this formula, charge and spin) ... 6.010 eV
DFT total energy ... -20207.6026 eV

CARTESIAN COORDINATES (ANGSTROEM)
C1 -0.5244 0.4946 0.0240
H1 -0.5434 1.2634 0.8184
C2 0.9165 -0.1275 -0.0485
N1 1.0857 -1.3361 -0.2394
Cl1 2.2653 0.9316 0.0470
O1 -1.2503 -0.6145 0.5004
H2 -1.0573 1.0250 -0.8574
O2 -0.8921 -1.6366 -0.2446

=====

C4H6O2 as an isolated structure, computed with the ωB97M-V functional and the def2-TZVPD basis.

Results
Gap between HOMO and LUMO ... 8.8 eV
2S+1 ... 1
Relative energy (zero: lowest compared OMol25 entry of this formula, charge and spin) ... 3.878 eV
DFT total energy ... -8336.5833 eV

CARTESIAN COORDINATES (ANGSTROEM)
O1 1.3668 -1.1152 0.7354
H1 0.7772 0.6391 -1.1176
H2 0.7507 -1.1547 -1.2177
C1 0.5368 -0.6673 -0.2430
H3 -1.6044 -1.1140 -0.6045
H4 2.2482 -1.2600 0.3646
H5 0.7998 2.1021 0.0174
C2 -0.9334 -0.6067 0.0874
O2 -1.9648 1.5769 0.5424
C3 0.2151 1.3104 -0.4415
C4 -1.0661 0.9077 0.0751
H6 -1.0698 -0.9852 1.1002

=====

C9H18BClF13Li2MgN2O14PRbS3 as an isolated structure, computed with the ωB97M-V functional and the def2-TZVPD basis.

Results
Gap between HOMO and LUMO ... 1.3 eV
2S+1 ... 1
DFT total energy ... -138098.8965 eV
Total charge ... +1

CARTESIAN COORDINATES (ANGSTROEM)
O1 6.9573 -3.0296 -7.9028
Li1 -0.4404 7.6939 2.6023
C1 -6.7047 3.9561 7.5967
O2 -3.4514 1.7065 2.5457
F1 8.8961 -6.2258 -8.2181
H1 -5.7886 3.6642 8.1154
H2 -1.0253 1.8261 1.6221
F2 4.1651 -0.5512 -6.5674
Li2 2.7030 -4.1099 -5.3946
O3 6.0974 -5.2218 -8.5350
O4 1.9921 -7.8742 -1.8751
O5 -6.6344 6.7917 5.4112
P1 -1.8876 4.1444 1.9752
F3 8.8024 -4.5817 -9.6110
F4 2.8184 -2.4898 -6.5221
F5 0.2049 -6.6078 -2.7981
F6 -3.9019 -0.1668 3.5461
O6 -1.8922 5.7251 1.9334
H3 -7.4831 6.3408 7.2003
C2 8.6822 -4.9260 -8.3286
F7 9.6235 -4.2782 -7.6353
H4 -3.3603 2.1403 0.4906
F8 -4.6142 0.0861 1.5147
C3 -0.5453 2.3575 0.8068
H5 1.5914 2.5595 0.2358
H6 -4.8662 2.5328 1.3212
H7 4.7702 -5.2482 -2.9456
O7 -0.9878 3.6819 0.6895
O8 -3.4030 3.8356 1.6729
H8 1.1225 2.9936 1.9431
O9 2.8082 -5.2411 -0.3747
H9 -6.0802 4.2482 4.4547
H10 2.2679 0.8993 2.1313
B1 3.6108 -1.6640 -5.7125
F9 4.6880 -2.3711 -5.2387
F10 -2.5002 -0.2079 1.9142
H11 -1.1709 5.9888 2.4862
F11 2.8609 -1.1572 -4.7027
O10 7.0227 -4.8882 -6.3117
C4 1.2616 0.8587 1.6992
C5 -3.7868 2.5116 1.4240
C6 -5.5358 4.2385 5.4009
H12 -4.6333 4.8439 5.2744
O11 -1.2678 3.6211 3.1894
Rb1 1.8364 0.2321 -0.7490
O12 0.9274 -4.2634 -1.5894
F12 0.9459 -4.3697 0.7651
C7 -3.6329 0.3819 2.3711
S1 1.3831 -5.1370 -0.5483
S2 7.0104 -4.5074 -7.6947
H13 0.5078 0.6763 2.4563
Mg1 5.9311 -0.5930 -7.1302
O13 -0.3483 -8.4735 -1.4511
O14 4.2231 -4.5167 -2.6401
H14 -7.3429 4.5007 8.2902
H15 -7.2273 3.0531 7.2718
N1 0.5538 -6.4412 -0.3414
S3 0.6636 -7.4859 -1.5317
H16 1.1966 0.1192 0.8990
C8 -6.8537 6.0411 6.3421
F13 -2.9497 5.4397 4.0562
Cl1 -0.9769 1.4594 -0.7213
N2 -6.3864 4.7846 6.4553
C9 0.9651 2.3151 1.1115
H17 3.8440 -4.8389 -1.7967
H18 -5.2554 3.2175 5.6521

=====

> 2S+1 of number 1 (C5H9OP)?

1

=====

> Which of these has the highest DFT total energy?

C4H6O2

=====

> The highest DFT total energy belongs to which entry?

C4H6O2

=====

Copy entry 3 word for word.
C4H6O2 as an isolated structure, computed with the ωB97M-V functional and the def2-TZVPD basis.

Results
Gap between HOMO and LUMO ... 8.8 eV
2S+1 ... 1
Relative energy (zero: lowest compared OMol25 entry of this formula, charge and spin) ... 3.878 eV
DFT total energy ... -8336.5833 eV

CARTESIAN COORDINATES (ANGSTROEM)
O1 1.3668 -1.1152 0.7354
H1 0.7772 0.6391 -1.1176
H2 0.7507 -1.1547 -1.2177
C1 0.5368 -0.6673 -0.2430
H3 -1.6044 -1.1140 -0.6045
H4 2.2482 -1.2600 0.3646
H5 0.7998 2.1021 0.0174
C2 -0.9334 -0.6067 0.0874
O2 -1.9648 1.5769 0.5424
C3 0.2151 1.3104 -0.4415
C4 -1.0661 0.9077 0.0751
H6 -1.0698 -0.9852 1.1002